{
  "formula": "C19H45Cl10N3O3P3",
  "method": "ωB97M-V/def2-TZVPD",
  "lumo_ev": 1.68,
  "homo_lumo_gap_ev": 4.820,
  "total_charge": -1,
  "e_homo_ev": -3.1,
  "symbols": ["C", "C", "C", "O", "O", "C", "C", "C", "C", "C", "C", "P", "C", "C", "C", "C", "C", "N", "P", "N", "P", "N", "O", "H", "H", "H", "H", "H", "H", "H", "H", "H", "H", "H", "H", "H", "H", "H", "H", "H", "H", "H", "H", "H", "H", "H", "H", "H", "H", "H", "H", "H", "H", "H", "H", "H", "H", "H", "C", "Cl", "Cl", "H", "H", "C", "Cl", "Cl", "H", "H", "C", "Cl", "Cl", "H", "H", "C", "Cl", "Cl", "H", "H", "C", "Cl", "Cl", "H", "H"],
  "positions_angstrom": [[3.125, -1.258, -0.177], [2.130, -1.554, 0.690], [1.342, -2.791, 0.573], [1.492, -3.570, -0.348], [0.399, -3.007, 1.536], [-0.832, -2.271, 1.329], [-1.986, -3.249, 1.287], [-3.351, -2.573, 1.306], [-3.636, -1.681, 0.086], [-3.182, -2.248, -1.249], [-3.371, -1.267, -2.410], [-2.028, 0.102, -2.500], [-0.641, 1.465, -2.443], [0.332, 1.304, -1.263], [-0.086, 2.178, -0.074], [0.959, 2.136, 1.068], [0.371, 1.518, 2.328], [-0.549, 2.455, 3.004], [-3.592, 1.802, -2.115], [-3.825, 2.721, -3.403], [-0.325, -1.353, -2.987], [0.385, -0.742, -4.471], [-0.935, -2.835, -3.514], [3.226, -0.255, -0.583], [3.870, -1.977, -0.498], [1.914, -0.864, 1.501], [-0.952, -1.604, 2.187], [-0.775, -1.683, 0.410], [-1.846, -3.890, 0.415], [-1.896, -3.904, 2.158], [-4.098, -3.368, 1.377], [-3.419, -1.960, 2.209], [-3.170, -0.710, 0.270], [-4.712, -1.485, 0.064], [-2.167, -2.643, -1.213], [-3.826, -3.112, -1.464], [-3.435, -1.803, -3.359], [-4.364, -0.828, -2.257], [-2.253, 0.324, -3.925], [-1.785, -0.088, -1.055], [-0.137, 1.545, -3.406], [-1.142, 2.427, -2.303], [1.339, 1.584, -1.588], [0.327, 0.276, -0.892], [-0.988, 1.697, 0.317], [-0.313, 3.195, -0.388], [1.855, 1.604, 0.747], [1.217, 3.168, 1.319], [-0.193, 0.627, 2.019], [1.154, 1.202, 3.015], [-1.448, 2.406, 2.535], [-0.740, 2.080, 3.928], [-4.861, 1.325, -1.674], [-3.184, 2.647, -1.040], [-3.270, 2.374, -4.180], [1.360, -0.604, -4.231], [0.370, -1.501, -5.146], [-0.544, -3.492, -2.932], [3.872, 1.977, 5.188], [2.449, 0.926, 5.218], [4.568, 2.088, 3.567], [3.576, 2.965, 5.508], [4.618, 1.568, 5.860], [0.615, -1.687, 6.906], [0.621, -1.647, 8.676], [-0.562, -0.564, 6.219], [1.601, -1.410, 6.553], [0.360, -2.689, 6.585], [3.868, 1.204, -5.417], [4.388, 2.842, -4.996], [4.310, 0.026, -4.176], [2.788, 1.200, -5.522], [4.345, 0.921, -6.346], [-0.950, -2.991, -8.073], [0.526, -3.270, -7.138], [-1.803, -1.543, -7.540], [-0.678, -2.873, -9.115], [-1.601, -3.846, -7.940], [4.018, 5.872, 7.561], [2.341, 5.919, 7.016], [4.839, 4.394, 7.034], [4.545, 6.721, 7.144], [4.035, 5.904, 8.643]],
  "lowdin_charge": [0.08, -0.07, -0.51, 0.10, -0.04, -0.18, -0.19, -0.20, -0.23, -0.30, -0.41, 0.32, -0.42, -0.32, -0.22, -0.20, -0.32, 0.01, 0.51, -0.43, 0.74, -0.22, -0.38, 0.06, 0.07, 0.10, 0.12, 0.10, 0.11, 0.11, 0.10, 0.10, 0.08, 0.11, 0.06, 0.11, 0.06, 0.03, -0.02, -0.02, 0.04, 0.03, 0.10, 0.03, 0.08, 0.11, 0.09, 0.10, 0.09, 0.03, 0.06, 0.04, -0.07, -0.07, -0.11, -0.04, -0.06, 0.01, -1.05, 0.56, 0.52, -0.06, 0.02, -1.04, 0.49, 0.49, -0.02, 0.03, -1.03, 0.49, 0.50, 0.02, 0.02, -1.03, 0.52, 0.52, 0.02, 0.02, -1.01, 0.52, 0.56, 0.02, 0.02]
}